Record 1
{
  "formula": "C37H38Cl5FeP2Se2Te",
  "method": "ωB97M-V with the def2-TZVPD basis set",
  "species": ["Fe", "Cl", "C", "C", "C", "Cl", "C", "Cl", "C", "Cl", "C", "Cl", "C", "Se", "C", "C", "Se", "C", "H", "H", "H", "H", "H", "H", "H", "H", "H", "H", "C", "P", "C", "C", "C", "C", "C", "C", "C", "C", "C", "C", "C", "C", "P", "C", "C", "C", "C", "C", "C", "C", "C", "C", "C", "C", "C", "H", "H", "H", "H", "H", "H", "H", "H", "H", "H", "H", "H", "H", "H", "H", "H", "H", "H", "H", "H", "H", "H", "C", "Te", "C", "H", "H", "H", "H", "H", "H"],
  "coordinates": [[-0.210, 0.203, -0.197], [0.492, 1.376, 1.921], [-1.264, 1.189, 2.111], [-1.841, 0.415, 1.126], [-3.168, 0.081, 1.359], [-3.911, -1.205, 0.427], [-3.896, 0.606, 2.427], [-5.544, 0.185, 2.651], [-3.274, 1.461, 3.340], [-4.148, 2.124, 4.654], [-1.911, 1.732, 3.203], [-1.066, 2.691, 4.347], [-0.534, 2.657, -3.036], [-1.348, 2.150, -1.348], [-2.799, 1.148, -2.129], [-2.359, 0.054, -3.076], [-0.982, -1.143, -2.340], [0.041, -1.240, -3.987], [-1.336, 2.985, -3.696], [0.010, 1.826, -3.476], [0.144, 3.481, -2.847], [-3.456, 1.856, -2.637], [-3.333, 0.754, -1.280], [-1.925, 0.466, -3.984], [-3.218, -0.556, -3.354], [-0.655, -1.559, -4.758], [0.822, -1.988, -3.869], [0.471, -0.276, -4.243], [2.887, -0.170, -2.303], [2.036, 0.690, -0.931], [2.170, 2.440, -1.473], [1.669, 3.441, -0.633], [1.741, 4.775, -0.997], [2.320, 5.137, -2.208], [2.831, 4.157, -3.042], [2.760, 2.817, -2.675], [3.248, 0.605, 0.420], [3.181, -0.482, 1.290], [4.132, -0.643, 2.285], [5.149, 0.291, 2.424], [5.218, 1.379, 1.566], [4.273, 1.536, 0.563], [3.092, -2.004, -2.213], [4.608, -2.217, -1.200], [5.689, -1.336, -1.248], [6.830, -1.578, -0.505], [6.919, -2.719, 0.285], [5.863, -3.613, 0.325], [4.711, -3.357, -0.409], [3.810, -2.314, -3.877], [3.739, -1.432, -4.951], [4.265, -1.778, -6.191], [4.865, -3.012, -6.373], [4.938, -3.903, -5.309], [4.410, -3.559, -4.077], [3.848, 0.313, -2.492], [2.250, 0.006, -3.174], [1.225, 3.182, 0.316], [1.349, 5.534, -0.333], [2.377, 6.178, -2.495], [3.290, 4.430, -3.983], [3.169, 2.076, -3.347], [2.383, -1.210, 1.176], [4.080, -1.495, 2.950], [5.889, 0.171, 3.205], [6.011, 2.107, 1.675], [4.337, 2.387, -0.104], [5.652, -0.457, -1.881], [7.659, -0.883, -0.548], [7.816, -2.912, 0.859], [5.933, -4.510, 0.926], [3.891, -4.064, -0.377], [3.286, -0.455, -4.842], [4.207, -1.075, -7.012], [5.276, -3.281, -7.337], [5.406, -4.869, -5.440], [4.479, -4.263, -3.255], [-0.135, -1.920, 3.059], [-0.493, -2.211, 0.989], [1.139, -3.554, 0.717], [0.721, -1.267, 3.208], [0.046, -2.900, 3.493], [-1.026, -1.481, 3.501], [0.802, -4.577, 0.867], [1.923, -3.307, 1.430], [1.505, -3.420, -0.297]],
  "lowdin_charge": [-0.317, 0.797, -0.649, -0.418, -0.694, 0.659, -0.698, 0.714, -0.700, 0.720, -0.703, 0.723, -0.315, 1.046, -0.502, -0.478, 0.926, -0.359, 0.049, 0.020, 0.008, 0.087, 0.012, 0.059, 0.081, 0.043, 0.000, 0.015, -0.521, 0.971, -0.391, -0.147, -0.061, -0.068, -0.066, -0.097, -0.391, -0.140, -0.062, -0.063, -0.062, -0.072, 1.040, -0.391, -0.086, -0.069, -0.073, -0.074, -0.118, -0.374, -0.102, -0.078, -0.078, -0.071, -0.097, 0.050, 0.008, 0.050, 0.116, 0.113, 0.113, 0.094, 0.049, 0.113, 0.112, 0.111, 0.109, 0.103, 0.110, 0.108, 0.108, 0.091, 0.085, 0.106, 0.108, 0.109, 0.103, -0.370, 1.353, -0.420, -0.006, 0.017, 0.012, 0.011, 0.001, -0.054],
  "homo_energy_ev": [-10.92, -10.92],
  "charge": 1,
  "largest_force_ev_per_a": 0.7,
  "lumo_ev": [-2.041, -2.106]
}

Record 2
{
  "formula": "C9H19NO3Sr",
  "method": "ωB97M-V with the def2-TZVPD basis set",
  "species": ["C", "O", "C", "C", "C", "N", "C", "O", "O", "C", "C", "C", "C", "H", "H", "H", "H", "H", "H", "H", "H", "H", "H", "H", "H", "H", "H", "H", "H", "H", "H", "H", "Sr"],
  "coordinates": [[-3.930, 1.219, 0.287], [-3.948, -0.049, -0.507], [-3.189, -1.059, 0.251], [-1.550, -0.999, -0.070], [-0.811, -1.605, 1.261], [0.698, -1.664, 1.193], [1.218, -2.064, -0.168], [0.712, -3.181, -0.761], [2.291, -1.369, -0.899], [1.836, -0.109, -1.503], [2.398, 1.255, -0.791], [1.109, 2.316, -0.719], [3.038, 1.054, 0.704], [-2.850, 1.380, 0.719], [-4.728, 1.152, 1.140], [-4.240, 2.074, -0.457], [-3.358, -0.946, 1.427], [-3.593, -2.140, -0.051], [-1.297, 0.129, -0.294], [-1.399, -1.632, -1.051], [-1.071, -0.856, 2.153], [-1.254, -2.650, 1.591], [1.161, -0.813, 1.579], [2.264, -0.102, -2.618], [0.652, -0.131, -1.643], [3.234, 1.707, -1.482], [1.450, 3.275, -0.110], [0.761, 2.604, -1.824], [0.221, 1.772, -0.171], [3.880, 1.891, 0.834], [2.258, 1.273, 1.568], [3.578, 0.032, 0.886], [4.460, -1.766, -0.473]],
  "lowdin_charge": [-0.095, -0.242, -0.217, -0.155, -0.174, 0.054, -0.306, 0.041, -0.437, -0.140, -0.333, -0.064, -0.098, 0.084, 0.113, 0.116, 0.136, 0.155, 0.091, 0.127, 0.155, 0.160, 0.108, 0.168, 0.160, 0.145, 0.116, 0.123, 0.079, 0.128, 0.123, -0.011, 1.890],
  "homo_energy_ev": -14.26,
  "charge": 2,
  "largest_force_ev_per_a": 9.4,
  "lumo_ev": -9.142
}

Number 1: energy -292542.7178 eV. Number 2: energy -18087.5692 eV.